Record 1
DFT (the ωB97M-V functional and the def2-TZVPD basis) results for a structure of composition C30H22N6O4Os in a non-equilibrium geometry.

For the LUMO energy (alpha / beta), the calculation gives -6.36 / -8.16 eV. The calculation puts the energy relative to the best compared isomer or geometry (same formula, charge and spin) at 39.4 kJ/mol.

ORCA input file:
```
! RIJCOSX wB97M-V def2-TZVPD def2/J DEFGRID3
* xyz 2 5
C 3.62132 -3.09387 2.82270
O 2.07357 -1.22704 -1.31051
C 2.68594 -2.09538 0.84362
O 5.74725 -3.96190 2.85113
N 1.46376 5.48054 1.28813
C 0.67829 2.78758 -4.03520
H 2.20250 6.05571 0.92502
C -1.14689 1.83039 -2.22054
H 4.64684 -3.03057 0.98562
C -3.62293 3.06286 -1.87590
H -5.10561 -1.33771 2.00428
N 1.08711 1.50982 0.14074
C -0.46405 3.50983 -3.81061
H 1.42197 3.10951 -4.74962
C -2.01920 -2.18954 -0.15787
C 1.43816 -2.10193 2.95309
N 4.72796 -3.79764 3.49007
C 0.35671 3.35558 1.47217
H -4.59754 3.51713 -1.76162
H 2.70862 1.83480 -1.09732
C 1.34383 4.19388 0.91822
C -0.44229 -3.67569 -0.98293
N 0.01317 1.15076 -2.43326
C 2.46117 -2.76580 3.55660
N -1.69940 0.06944 -0.77633
C -3.36363 1.86325 -1.21694
C 0.88174 1.60325 -3.32245
N -0.86738 -2.43666 -0.83389
C 1.48686 -1.73805 1.57234
H -2.89683 4.58359 -3.19832
C -2.76822 -3.23022 0.41778
C 0.27953 2.04681 1.06501
H 2.40800 -3.04898 4.59879
H 3.00431 4.19410 -0.47537
C -2.11443 1.24471 -1.32885
C -3.92343 -2.90156 1.16974
C -4.26585 -1.58691 1.37034
C -2.67947 3.65608 -2.68422
C -1.42859 3.02768 -2.89975
C -1.14047 -4.77163 -0.46267
H 0.54131 -1.83250 3.49459
Os 0.19560 -0.48792 -1.07027
H -2.84254 -5.37441 0.67762
C 2.03551 2.29713 -0.38417
H 0.91644 5.85198 2.04319
H 1.77334 1.00896 -3.47738
H -3.80795 0.47161 1.01200
C 2.20068 3.61453 -0.03927
H -0.65121 4.43696 -4.33803
H -0.31541 3.72764 2.23464
C 3.73675 -2.76742 1.51073
C -3.54398 -0.54861 0.77402
C 2.86639 -1.80817 -0.52144
H -0.75189 -5.76871 -0.61040
H 0.48219 -3.81454 -1.53002
H 3.81871 -2.12988 -0.95391
H -4.15641 1.40794 -0.64603
H -4.51355 -3.69706 1.60631
H -0.44349 1.37162 1.51070
C -2.45926 -0.82373 -0.04909
O 0.48259 -1.13053 1.06794
O 4.53720 -4.15260 4.63431
C -2.29344 -4.54848 0.24277
*
```

=====

Record 2
DFT (the ωB97M-V functional and the def2-TZVPD basis) results for a cluster of 2 separate species, C30H22NO2 in total in a non-equilibrium geometry.

For the LUMO energy, the calculation gives 1.36 eV.

ORCA input file:
```
! RIJCOSX wB97M-V def2-TZVPD def2/J DEFGRID3
* xyz -1 1
C -0.43518 -3.60623 -1.43897
C 1.78363 -0.12948 2.46163
C 0.64536 0.71365 2.61554
H -3.83182 2.92908 -0.20665
H 3.88481 -1.74286 2.27336
C 0.75007 -3.48210 3.68764
H 1.98919 -5.21563 3.83774
H -0.41341 0.45870 -1.98244
C -1.15451 0.04171 -1.32822
C 0.94864 -1.84796 -2.28040
C 0.68959 -2.16144 3.32790
O -0.38188 0.31310 3.15582
H 1.17115 -0.80238 -2.39475
C -0.54883 2.78466 2.01124
H -1.55712 4.59565 1.51717
O -2.81922 0.72246 0.16433
H 3.96243 -4.11604 2.87594
C -2.62504 2.07492 -1.72788
N 3.13501 -5.84183 -3.76872
C 0.55102 4.74215 1.20909
H -3.89911 4.95085 -3.95874
C -2.21642 2.18398 -3.05214
C 1.93282 -4.18279 3.53739
H -0.12348 -3.97602 4.08332
C -0.60778 4.08877 1.57323
H 0.51142 5.76281 0.86653
H 0.21073 -5.58880 -1.90760
C 3.00665 -2.23289 2.65874
C 2.41196 -5.07443 -3.28009
H -1.56529 1.43673 -3.46845
C 1.76286 4.08407 1.28841
C 1.54587 -4.13731 -2.69878
H 2.66265 -2.47096 -3.39483
H -1.31368 -3.93261 -0.90771
H -1.44254 2.25182 2.28635
C -2.66417 3.21547 -3.84532
C 1.81925 -1.48859 2.81685
C 3.05134 -3.55805 3.00924
H 2.66669 4.58883 0.99059
H -4.64393 4.78404 -1.62391
C 0.66188 2.11033 2.10673
C -3.49909 3.02859 -1.22579
C -0.18983 -2.23707 -1.57351
H -0.23173 -1.61858 3.42820
H -1.90177 -1.63106 -0.37846
C 1.82329 2.78396 1.74241
C -1.12566 -1.26083 -1.02416
H 2.77544 2.29168 1.82878
C 1.79750 -2.77879 -2.83244
C -3.95186 4.05878 -2.02056
H 2.67952 0.28590 2.03820
C -2.22544 0.92940 -0.87381
C 0.41686 -4.53534 -1.99357
H -2.34364 3.28413 -4.87223
C -3.53520 4.15386 -3.33227
*
```

=====

Number 1: molar mass 720.77 u. Number 2: molar mass 428.51 u.